Entry 1:
This record from the OMol25 dataset describes a structure of composition C6H7HgLiO6 in a non-equilibrium geometry. The level of theory is ωB97M-V with the def2-TZVPD basis set.

Atoms and positions in Å:
Li -0.255 2.506 0.116
O 1.108 0.969 -0.788
O 2.183 -0.046 0.918
C 2.276 -1.266 0.185
C 1.184 -2.247 0.607
O 1.295 1.949 1.188
C 1.506 1.001 0.406
H 2.230 -1.064 -0.891
H 3.255 -1.692 0.431
H 1.221 -2.419 1.689
H 1.366 -3.200 0.090
Hg -0.683 0.425 -1.700
O -0.490 -1.590 -0.976
O -0.968 -1.471 1.202
C -2.357 -0.765 0.920
C -2.221 0.695 0.862
O -1.653 1.282 -0.166
C -0.185 -1.759 0.205
H -2.708 -1.205 -0.022
H -2.958 -1.095 1.771
H -2.389 1.278 1.779

The spin multiplicity is 3. The calculation puts the relative energy (zero: lowest compared OMol25 entry of this formula, charge and spin) at 134.31 kJ/mol. Its charge is 0. The calculation puts the frontier orbital gap (alpha / beta) at 7.12 / 9.25 eV.

Results of the natural (NBO) charge analysis, in e, for atoms 1 through 8: 0.94, -0.92, -0.51, -0.07, -0.53, -0.78, 0.97, 0.21


Entry 2:
This record from the OMol25 dataset describes a structure of composition C28H77AgN8O10 in a non-equilibrium geometry. The level of theory is ωB97M-V with the def2-TZVPD basis set.

Atoms and positions in Å:
Ag 3.923 -1.876 0.757
N 0.386 -1.064 0.410
O -0.043 -0.013 0.966
O -0.401 -1.932 0.051
O 1.613 -1.210 0.240
C 4.058 -2.526 5.307
C 4.097 -2.830 3.816
C 2.878 -3.610 3.379
O 2.830 -3.711 1.983
C 1.526 -4.110 1.524
N 4.123 -1.532 3.056
H 3.132 -2.020 5.595
H 4.921 -1.947 5.634
H 4.074 -3.441 5.910
H 5.046 -3.323 3.593
H 2.003 -3.100 3.811
H 2.894 -4.597 3.863
H 1.519 -4.036 0.443
H 0.765 -3.440 1.932
H 1.321 -5.121 1.884
H 3.366 -0.928 3.415
H 4.939 -1.023 3.399
C 0.079 -0.075 5.004
C 1.098 0.945 4.517
C 2.067 1.400 5.589
O 1.336 1.844 6.699
C 2.160 2.275 7.752
N 1.816 0.408 3.363
H -0.707 -0.275 4.280
H -0.323 0.268 5.958
H 0.591 -1.016 5.243
H 0.521 1.849 4.254
H 2.641 2.249 5.189
H 2.721 0.560 5.869
H 1.610 2.259 8.687
H 2.589 3.265 7.547
H 3.039 1.626 7.896
H 1.140 0.214 2.625
H 2.433 1.096 2.934
C -1.457 3.190 2.385
C -2.160 2.879 1.055
C -1.180 3.154 -0.141
O -0.651 4.417 -0.144
C -1.548 5.432 -0.627
N -2.492 1.512 1.036
H -1.073 4.207 2.434
H -0.581 2.538 2.441
H -2.161 3.033 3.197
H -3.057 3.493 0.929
H -1.606 2.955 -1.138
H -0.379 2.407 -0.085
H -1.733 5.253 -1.688
H -1.013 6.362 -0.472
H -2.481 5.416 -0.064
H -2.974 1.207 0.157
H -1.661 0.904 1.147
C 1.566 -2.194 -3.226
C 0.246 -2.133 -3.963
C -0.114 -0.706 -4.344
O -1.430 -0.670 -4.829
C -1.759 0.567 -5.405
N 0.288 -3.071 -5.103
H 1.815 -3.218 -2.950
H 1.534 -1.606 -2.303
H 2.394 -1.808 -3.828
H -0.580 -2.506 -3.346
H 0.617 -0.352 -5.090
H -0.007 -0.071 -3.451
H -2.843 0.695 -5.404
H -1.422 0.640 -6.444
H -1.322 1.399 -4.834
H -0.654 -3.105 -5.491
H 0.798 -2.599 -5.854
C -2.802 -6.381 -1.244
C -1.782 -5.274 -1.035
C -0.796 -5.193 -2.182
O -0.070 -6.369 -2.418
C 0.868 -6.679 -1.406
N -2.462 -3.975 -0.895
H -2.304 -7.350 -1.236
H -3.232 -6.284 -2.248
H -3.640 -6.328 -0.551
H -1.237 -5.462 -0.095
H -0.110 -4.338 -2.039
H -1.340 -4.924 -3.092
H 1.527 -5.815 -1.255
H 1.383 -7.584 -1.714
H 0.373 -6.906 -0.453
H -1.828 -3.235 -0.622
H -3.188 -4.028 -0.194
C 3.370 5.693 -3.216
C 3.446 5.030 -1.859
C 2.322 4.042 -1.616
O 2.580 2.830 -2.297
C 1.654 1.833 -2.040
N 4.771 4.386 -1.585
H 3.555 4.971 -4.010
H 4.050 6.543 -3.266
H 2.361 6.090 -3.350
H 3.306 5.805 -1.092
H 1.374 4.459 -1.982
H 2.271 3.783 -0.549
H 0.668 2.125 -2.451
H 1.511 1.506 -1.000
H 1.955 0.961 -2.621
H 4.999 4.641 -0.624
H 5.457 4.972 -2.064
C -6.283 2.232 -0.537
C -5.427 2.615 -1.727
C -4.613 1.462 -2.302
O -3.793 0.890 -1.281
C -2.961 -0.155 -1.797
N -6.264 3.252 -2.745
H -5.667 1.839 0.272
H -6.977 1.447 -0.855
H -6.850 3.077 -0.156
H -4.676 3.353 -1.403
H -3.945 1.910 -3.053
H -5.200 0.676 -2.785
H -3.529 -0.833 -2.431
H -2.561 -0.742 -0.965
H -2.102 0.274 -2.319
H -5.796 3.381 -3.634
H -7.069 2.657 -2.914

The spin multiplicity is 2. The calculation puts the relative energy (zero: lowest compared OMol25 entry of this formula, charge and spin) at 0.00 kJ/mol. Its charge is +1. The calculation puts the frontier orbital gap (alpha / beta) at 7.61 / 4.15 eV.

Results of the Mulliken charge analysis, in e, for atoms 1 through 8: 0.46, 0.32, -0.71, -0.53, 0.04, -1.29, 0.50, -0.80


Entry 3:
This record from the OMol25 dataset describes a cluster of 2 separate species, C8H18N2 in total in a non-equilibrium geometry. The level of theory is ωB97M-V with the def2-TZVPD basis set.

Atoms and positions in Å:
C -1.651 -0.598 -1.355
C 1.288 -0.577 0.477
C -1.809 0.866 -1.089
C -1.053 -0.961 -2.689
C 1.185 -2.090 0.641
N -2.043 -1.414 -0.481
H -1.056 -0.914 1.631
H -1.939 -2.397 -0.737
H 2.335 -0.274 0.487
H 0.869 -0.300 -0.495
H -0.973 -2.049 -2.816
H -1.991 1.022 -0.029
H -2.664 1.235 -1.650
H -0.928 1.421 -1.406
H -0.078 -0.507 -2.809
H -1.694 -0.564 -3.496
H 1.632 -2.400 1.586
H 1.702 -2.600 -0.167
H 0.145 -2.405 0.636
C 1.191 1.452 2.025
C 1.185 2.526 0.938
C 0.525 0.193 1.538
N -0.594 -0.096 2.018
H 2.222 1.231 2.314
H 0.654 1.812 2.902
H 1.726 2.197 0.053
H 1.655 3.433 1.311
H 0.160 2.758 0.661

The spin multiplicity is 1. The calculation puts the relative energy (zero: lowest compared OMol25 entry of this formula, charge and spin) at 54.10 kJ/mol. The structure (SMILES) is CCC(=N)CC.CC(C)=N. Its charge is 0. The calculation puts the frontier orbital gap at 9.97 eV.

Results of the natural (NBO) charge analysis, in e, for atoms 1 through 8: 0.33, -0.48, -0.69, -0.69, -0.60, -0.66, 0.36, 0.33


Entry 4:
This record from the OMol25 dataset describes a structure of composition C17H18N3O5Pt in a non-equilibrium geometry. The level of theory is ωB97M-V with the def2-TZVPD basis set.

Atoms and positions in Å:
Pt 1.559 1.433 0.146
O 5.062 3.496 0.183
C 3.805 3.068 0.164
O 3.573 1.790 0.175
C 2.733 3.982 0.143
C 2.732 5.393 0.195
C 1.540 6.064 0.207
C 0.302 5.364 0.188
C 0.356 3.995 0.136
N 1.514 3.336 0.087
C -0.824 2.989 0.155
O -1.959 3.379 0.190
O -0.426 1.759 0.141
H 5.676 2.745 0.178
H 3.682 5.903 0.238
H 1.527 7.142 0.246
H -0.637 5.891 0.229
C -3.051 -4.055 -2.190
C -3.048 -4.010 -0.662
N -2.059 -3.093 -0.132
C -2.508 -1.847 0.444
C -3.090 -0.886 -0.595
C -0.771 -3.523 -0.162
O -0.462 -4.626 -0.563
C 0.306 -2.615 0.365
C 1.214 -3.154 1.276
C 2.286 -2.380 1.691
C 2.404 -1.088 1.215
N 1.519 -0.558 0.357
C 0.511 -1.319 -0.088
H -3.801 -4.764 -2.527
H -2.083 -4.383 -2.557
H -3.281 -3.078 -2.604
H -2.798 -5.012 -0.296
H -4.025 -3.715 -0.283
H -1.679 -1.366 0.968
H -3.283 -2.082 1.183
H -2.365 -0.666 -1.374
H -3.357 0.047 -0.107
H -3.982 -1.302 -1.054
H 1.078 -4.163 1.636
H 3.020 -2.767 2.380
H 3.230 -0.450 1.510
H -0.141 -0.871 -0.828

The spin multiplicity is 1. Its charge is +1. The calculation puts the frontier orbital gap at 6.22 eV.

Results of the natural (NBO) charge analysis, in e, for atoms 1 through 8: 0.95, -0.60, 0.79, -0.61, 0.02, -0.13, -0.15, -0.12